# 1
Formula: C19H26BrN6O17P2
Source: the Open Molecules 2025 dataset
Level of theory: ωB97M-V/def2-TZVPD

XYZ file:
```
71
Properties=species:S:1:pos:R:3:forces:R:3
C 3.710 2.602 -4.061 1.79 -0.98 0.02
C 1.316 0.079 -1.212 -0.67 0.35 -0.13
C 5.174 -0.396 -2.999 1.90 -0.02 -0.48
O -0.893 0.079 -0.047 0.01 -0.10 -0.22
O -4.662 -0.852 0.079 0.28 0.00 -0.31
C -3.279 -0.612 -1.863 -0.37 0.49 -1.00
O -0.817 4.006 3.714 0.05 0.10 -0.05
O 5.264 -1.251 -3.899 -1.16 -0.57 -0.34
O 4.844 2.774 -3.759 -0.99 0.43 -0.27
O 1.145 -3.197 -3.490 0.03 0.04 -0.07
C 2.845 0.536 -3.041 0.61 0.10 -0.56
N 0.948 -3.325 -2.301 -0.13 -0.01 -0.03
O 0.803 -0.371 1.955 1.41 0.43 -0.32
N 5.955 -0.852 0.412 -0.69 -0.10 0.18
C 3.803 -0.216 -2.350 0.64 0.14 -0.65
H -7.266 0.001 1.598 0.09 -0.02 0.02
H 3.521 -0.195 1.974 0.80 -0.18 0.16
C -0.130 0.408 -0.922 0.93 -0.05 -0.35
O 1.152 -1.881 4.393 0.09 -0.38 0.03
H -1.037 0.844 3.423 0.01 0.05 -0.08
C -2.785 0.488 -2.826 -0.57 0.02 0.48
Br 2.512 4.168 -4.113 -0.10 -0.14 -0.06
C 3.515 -0.774 -1.125 0.45 -1.21 0.64
H -2.330 0.029 -3.709 0.26 0.15 0.21
H -2.324 1.872 -1.212 0.03 -0.11 -0.09
H 2.687 -0.546 5.648 -0.05 -0.04 -0.07
N -6.371 0.486 3.435 -0.02 -0.04 -0.19
N -0.567 2.891 3.312 -0.17 -0.18 0.06
H 1.208 0.477 2.199 -0.45 0.26 -0.16
H 4.305 -2.639 0.561 -0.16 -0.41 -0.85
P 4.889 -1.734 -0.358 1.39 1.42 0.82
H -1.084 -3.649 -2.729 0.07 0.01 -0.04
O 0.291 2.618 2.495 0.18 0.10 0.02
N -0.519 1.213 -1.990 -2.01 0.41 -0.48
O 3.296 -1.137 2.042 -1.28 1.10 -0.72
O -5.625 1.232 2.833 0.05 0.09 0.02
C 1.691 -0.160 5.830 0.20 0.01 0.02
H 5.573 -2.431 -1.385 -0.84 -0.31 0.05
C 0.397 1.378 -3.000 2.03 -0.83 0.80
C 3.188 1.184 -4.378 -0.98 0.51 0.70
H 1.602 0.867 5.483 -0.08 0.00 0.07
H -1.941 2.454 -2.827 0.17 -0.09 0.10
P 1.890 -1.334 1.168 -0.62 -2.25 0.70
H -8.363 0.018 3.011 0.04 -0.06 0.12
H 1.426 -0.241 6.881 -0.08 0.09 -0.03
O -0.457 -0.673 5.147 -0.01 0.00 0.23
C -7.382 -0.266 2.642 -0.05 0.02 -0.27
H -4.942 1.363 0.101 -0.22 -0.15 0.02
O 6.113 0.313 -2.605 -0.85 0.43 0.76
O -6.364 0.301 4.631 0.03 0.02 0.09
C -1.918 1.574 -2.177 0.08 0.28 -0.29
O 1.781 -3.242 -1.428 0.14 -0.26 -0.07
N 0.719 -0.980 5.059 0.02 -0.01 -0.04
H -1.213 1.763 4.945 -0.09 0.07 0.00
H -3.687 0.996 -3.192 0.17 -0.03 -0.03
H 3.985 0.599 -4.842 -0.01 0.27 -0.08
C 2.265 -0.624 -0.505 0.07 1.01 1.17
C -4.202 -0.123 -0.772 -0.39 -0.51 1.17
H -0.741 -2.793 -1.192 0.10 -0.08 0.13
H -0.434 -4.553 -1.328 0.04 0.08 0.12
O -4.558 1.186 -0.770 0.66 -0.03 -0.51
H -7.196 -1.325 2.794 -0.02 0.02 0.08
C 1.626 0.640 -2.459 -1.30 0.55 -0.21
C -0.443 -3.603 -1.855 -0.24 0.04 -0.11
H -2.415 1.963 3.632 0.01 0.10 0.08
H -2.476 -1.217 -1.446 -0.12 0.23 0.31
O 0.287 1.980 -4.037 -0.77 -0.23 0.17
C -1.372 1.771 3.872 -0.03 -0.15 -0.21
H -3.895 -1.303 -2.455 0.06 0.00 0.16
H 2.264 1.216 -4.955 0.30 0.11 -0.24
H 5.696 0.127 0.348 0.38 0.06 -0.11
```
Positions in Å, forces in eV/Å.

total charge: -1

***

# 2
Formula: C19H26Cl2F3N3O4P2S
Source: the Open Molecules 2025 dataset
Level of theory: ωB97M-V/def2-TZVPD

XYZ file:
```
60
Properties=species:S:1:pos:R:3:forces:R:3
H 4.620 0.210 -1.545 -0.57 -0.29 0.87
F -2.201 -0.400 -4.603 1.65 1.25 0.03
O 0.155 2.459 -3.236 -0.61 -2.86 -0.45
O 4.719 0.393 0.571 -0.03 1.02 -1.34
F -1.781 1.429 -5.757 0.76 -1.18 1.73
H -2.398 -1.692 5.141 -0.24 -0.47 -1.02
C 4.126 2.711 1.290 -0.03 -0.81 0.04
C -0.621 -2.739 1.609 -0.68 1.82 0.54
H 2.366 -2.694 -2.024 0.23 1.03 0.14
C -1.417 -1.954 2.619 -0.90 0.21 0.03
C 3.954 0.157 -0.633 -0.98 -0.10 0.77
H 1.760 -0.521 -3.603 -0.48 0.12 1.19
C -1.006 -1.047 0.092 -0.14 0.67 -0.51
Cl -3.529 4.449 0.741 -0.36 -1.01 0.12
F -0.055 0.200 -5.145 -2.11 0.05 0.59
P -1.607 -2.630 4.384 1.41 0.68 0.82
S -1.103 1.698 -3.243 -0.46 5.85 1.96
C -2.152 1.564 -0.622 0.52 -1.78 1.07
H 1.570 0.369 -2.010 0.14 -1.00 -0.58
H -2.478 2.398 2.408 -0.79 -0.72 -0.46
C 0.080 -1.289 -2.317 0.75 0.34 0.01
C -1.307 0.620 -4.752 0.06 -0.18 -2.32
H 2.272 -4.671 2.815 -0.43 0.26 -0.10
O 1.595 -3.972 2.868 -1.78 -0.21 -0.43
H 3.657 2.106 2.120 0.49 0.69 -0.79
H 5.269 2.164 -0.510 -0.03 -0.66 1.00
H 0.253 -2.353 -2.000 -0.58 1.17 -0.05
H 3.311 2.986 0.562 0.79 -0.04 0.88
N -0.422 -2.282 0.339 -1.26 0.58 2.74
H -0.383 -1.341 -3.341 0.10 0.13 1.28
H -3.769 1.090 2.451 0.75 0.75 -0.79
O -2.191 2.695 -3.324 0.40 -2.74 -0.12
C 3.202 -1.228 -0.507 0.41 0.03 -1.37
H 4.597 3.623 1.747 -0.43 -0.81 -0.66
H 3.562 -1.487 -2.666 -0.78 -0.34 0.76
N -0.231 -2.790 5.155 -0.50 0.08 -1.22
H -2.590 2.550 -0.902 0.51 -1.00 0.30
N -2.051 -0.753 2.418 2.54 -2.89 -2.42
C -4.269 2.822 1.208 -1.27 -0.62 0.79
C 1.543 -0.642 -2.502 0.22 -0.95 -0.09
H -2.399 -3.809 4.294 -0.07 0.52 -0.12
C -1.326 0.834 -1.660 -0.42 -2.64 3.14
H 6.196 1.800 0.993 -1.16 -0.03 -0.16
C -0.772 -0.467 -1.292 -0.77 0.94 -0.51
H 2.314 -1.189 0.184 1.11 0.03 -0.40
C -1.802 -0.337 1.114 -0.49 2.54 -1.67
H -4.954 3.077 2.073 1.04 -0.14 -0.90
H -5.166 1.113 0.052 -0.16 1.07 0.21
H 3.959 -2.005 -0.191 -0.93 0.85 -0.02
C -5.214 2.236 0.078 0.62 0.56 -0.53
H 0.538 -2.523 4.534 -0.02 -0.30 0.48
P 0.253 -4.403 1.918 1.71 -0.20 -1.18
H 3.202 1.004 -0.715 0.69 -0.97 -0.12
C -3.208 1.808 1.780 0.22 0.25 -0.49
C -2.387 1.013 0.713 0.93 -0.26 -1.92
H -4.839 2.599 -0.919 -0.46 -0.46 0.89
C 2.692 -1.621 -1.958 0.12 1.00 -0.05
H -6.278 2.599 0.178 1.23 -0.45 0.06
C 5.161 1.773 0.549 0.26 0.69 0.18
Cl -1.018 -5.708 2.976 0.27 0.91 0.19
```
Positions in Å, forces in eV/Å.

structure (SMILES): CCOCCCCCc1c(S(=O)(=O)C(F)(F)F)cc(C[C@H](C)Cl)c2nc([PH2]=N)c(P(O)Cl)nc12

***

# 3
Formula: C19H26ClF2KMgN3O4
Source: the Open Molecules 2025 dataset
Level of theory: ωB97M-V/def2-TZVPD

XYZ file:
```
57
Properties=species:S:1:pos:R:3:forces:R:3
N 2.915 0.206 1.961 -2.18 -1.00 3.31
H 0.249 -2.140 2.726 1.24 2.11 0.30
H 4.426 1.973 5.430 -1.18 1.03 0.71
H -0.440 -0.248 -7.412 -0.04 -0.18 0.19
Cl 0.963 -3.414 4.282 0.21 -1.96 1.11
C 2.210 0.564 4.481 -0.65 -2.60 -3.07
F 2.938 3.814 2.635 -2.40 0.12 -0.28
O 0.910 -1.514 -5.812 -0.55 -0.24 0.28
C -1.387 -1.574 -5.986 -0.74 0.26 -0.33
C -3.789 -1.654 -6.060 0.20 0.12 -0.09
C 3.093 0.899 3.231 -2.16 -1.66 0.99
C -1.430 -0.159 -1.049 -0.18 -2.01 -1.27
C 1.239 -0.339 -0.679 -0.98 0.42 -0.07
H -2.575 0.501 -8.388 0.05 -0.10 0.10
H -4.004 2.075 0.463 1.21 -0.92 0.54
H 2.866 -1.764 -0.065 -1.42 0.10 0.57
H -2.228 -0.451 -1.835 1.23 0.21 1.49
H -0.862 1.858 3.201 1.14 -0.16 -0.70
C -3.781 -0.722 -7.094 0.03 0.00 0.01
C 1.001 -1.303 2.945 2.82 3.70 -1.27
C 3.469 2.466 5.812 -1.25 -0.94 0.35
H -2.611 -2.812 -4.697 0.21 0.10 -0.12
H 3.069 3.277 5.100 0.91 -1.21 0.92
H 1.164 -2.451 0.294 0.99 1.63 0.16
C -1.779 1.868 0.326 0.85 0.50 0.55
C -0.030 -0.815 -1.553 -0.47 0.42 -0.74
C 1.157 -0.587 4.317 1.73 1.49 -2.84
O -1.588 1.415 3.621 -0.47 0.73 0.54
C -1.372 -0.647 -7.027 0.08 0.07 -0.05
H 1.332 1.866 6.098 1.40 -1.34 -0.20
C -3.163 1.571 1.058 0.41 0.18 -0.57
H 0.054 -0.526 -2.672 0.22 -0.39 1.85
H -0.139 -1.967 -1.561 0.09 1.94 0.14
O -0.174 -2.837 -4.486 0.01 0.42 -0.35
C 1.921 -0.858 1.774 -0.97 -0.10 2.41
N -1.426 1.342 -1.006 0.09 0.78 4.21
K 0.952 -5.559 6.025 0.01 -0.10 0.10
H -4.732 -2.041 -5.687 0.15 0.01 -0.03
H -0.503 1.756 -1.201 -0.48 -0.46 -0.09
C 1.813 -1.502 0.291 0.50 1.39 0.82
H 2.030 0.136 -1.365 -0.99 -1.03 1.07
H -3.337 0.443 1.141 0.20 1.65 -0.27
N -0.124 -2.008 -5.385 0.53 -0.17 0.12
H 3.885 1.721 3.272 -1.46 -1.30 -0.32
H 0.861 0.530 -0.011 0.69 -1.39 -0.95
H 3.502 0.463 1.154 -0.42 -0.09 0.84
F 2.611 0.426 6.997 -0.56 1.08 -2.10
C 2.325 1.317 5.882 0.67 1.42 -0.60
H -1.665 -0.666 -0.052 0.09 1.13 -1.24
C -2.576 -0.222 -7.580 -0.05 -0.17 0.21
H 0.468 -0.910 5.176 1.29 0.73 -1.51
O -0.930 2.628 0.943 -1.09 -0.32 -1.68
Mg 0.110 4.061 2.266 0.84 -2.37 -0.15
C -2.591 -2.086 -5.503 -0.03 -0.04 0.09
H 3.562 2.886 6.878 0.13 -0.65 -1.74
H -4.719 -0.382 -7.524 0.12 -0.06 0.04
H -3.133 2.010 2.110 0.38 -0.78 -1.41
```
Positions in Å, forces in eV/Å.

total charge: +1

***

# 4
Formula: C19H26ClIN4O10P2
Source: the Open Molecules 2025 dataset
Level of theory: ωB97M-V/def2-TZVPD

XYZ file:
```
63
Properties=species:S:1:pos:R:3:forces:R:3
O 0.800 -0.083 2.903 0.10 1.67 0.56
H 1.386 1.400 1.608 0.37 0.02 0.84
N -2.002 -1.341 -1.121 -0.46 0.66 -0.45
C 1.502 1.156 2.698 0.06 0.09 -0.71
H 1.031 2.012 3.265 0.39 -0.95 -0.28
H -2.838 2.490 -0.064 0.40 -0.47 1.17
N -1.406 -2.207 -0.365 1.42 1.12 2.85
C -0.966 -1.765 0.815 -0.43 -0.30 -0.61
C -3.038 0.889 -1.937 -0.47 -0.49 -0.15
H 5.560 -0.298 -0.112 -1.14 0.24 -0.24
H -6.308 1.343 -3.436 0.99 0.05 0.27
O 3.877 1.145 1.876 -0.90 -0.86 0.61
H 3.306 1.799 3.823 -0.01 -0.41 -0.97
H -0.063 2.418 0.661 -0.72 0.57 0.52
O 4.134 -5.153 -1.641 -0.44 0.05 0.16
P 3.161 -6.123 -2.310 0.02 -0.08 0.05
C -0.956 3.044 0.912 -0.48 0.27 0.09
C 4.429 -0.289 -0.149 1.13 0.00 0.64
C 2.662 1.091 -1.007 -0.41 0.22 -1.25
H -0.950 1.174 3.016 0.48 -0.80 -0.34
H -0.749 3.239 3.176 -0.16 0.42 -0.86
O 2.592 -7.072 -1.255 0.48 -0.05 -0.02
O 2.034 -5.327 -2.967 0.45 0.12 -0.22
C -0.823 3.860 2.250 0.60 0.25 -0.36
H 3.184 0.022 3.497 -0.17 0.98 -0.15
H 4.710 -0.749 1.970 -0.79 0.35 -0.65
C -4.373 2.478 -3.957 -0.06 -1.97 2.05
O -4.126 -3.048 -2.176 0.78 -0.51 -0.01
O -2.425 -1.803 -2.369 0.92 0.68 -0.33
C -1.160 -0.289 1.362 -0.87 1.65 -1.64
H 2.150 -1.032 -1.677 -0.39 0.89 0.22
C -2.312 0.053 -0.875 -0.62 3.37 2.08
H -0.971 -4.960 1.842 -0.34 0.47 0.25
C -2.229 2.093 0.798 0.47 -0.22 -1.89
H -1.680 4.573 2.377 0.75 -0.70 -0.17
H -2.373 3.333 -4.077 -0.52 -0.89 0.60
H 2.439 1.766 -0.140 -0.08 -0.83 -0.56
C 3.028 1.043 3.045 -0.49 -0.57 0.31
C -5.223 1.477 -3.239 4.05 0.87 0.59
C 1.716 -0.166 -1.124 -0.32 0.81 1.48
H 0.122 4.466 2.181 -0.79 -0.46 0.12
Cl 1.422 -3.925 0.802 -1.02 0.22 0.08
C -2.980 2.548 -3.544 -1.03 0.87 -1.00
H 1.467 -0.492 -0.070 0.18 -0.01 -1.19
I -3.597 2.222 2.517 0.07 -0.19 -0.51
C -1.891 0.615 0.445 0.99 -3.13 -0.60
O 3.879 -6.944 -3.382 -0.44 -0.11 0.00
P -0.065 -2.932 1.956 -0.13 0.50 0.83
N -2.293 1.821 -2.624 -2.24 -0.15 -0.17
C -4.471 0.736 -2.223 -0.81 0.19 -0.89
O 4.078 0.811 -0.988 -0.63 -0.73 0.39
H -1.031 3.813 0.086 -0.03 -0.87 0.78
C -0.634 0.136 2.751 -1.40 -1.82 -0.72
H 0.734 0.193 -1.547 0.99 -0.56 0.18
H -4.796 3.148 -4.743 0.62 -0.66 0.78
C 3.938 -0.193 1.347 0.69 -1.21 -0.38
O -1.130 -4.178 2.412 1.00 -0.05 -1.43
H 2.984 -0.776 1.474 0.61 0.93 -0.13
H 4.153 -1.297 -0.583 -0.07 1.06 0.52
H -5.035 -0.014 -1.609 0.72 0.75 -0.61
H 2.484 1.713 -1.936 0.46 -0.57 0.93
N -2.952 -3.113 -2.138 -2.04 -0.42 0.00
H -1.115 -0.550 3.518 0.70 0.68 -0.49
```
Positions in Å, forces in eV/Å.

total charge: -2

***

Highest occupied orbital energy for the records above, in order: -0.180; -0.327; -0.372; -0.006 hartree
Electronic energy for the records above, in order: -5603.71464; -3505.52086; -2664.18156; -3151.23160 a.u.